CH6N4O2 | ωB97M-V/def2-TZVPD

Each line ends with the natural charge from an NBO analysis.
Cartesian coordinates (Å):
N 1.13250 -0.88491 -0.84377  -0.864
C 0.33885 -0.05881 0.02679  0.593
N 1.22089 0.59970 1.00791  -0.831
N -0.54364 0.91396 -0.60096  -0.411
O -1.87051 0.71023 0.02909  -0.255
N -1.87121 -0.64858 0.31694  -0.051
O -0.60319 -0.94820 0.75747  -0.381
H 0.67005 -1.49613 -1.64497  0.393
H 1.90506 -0.30572 -1.23892  0.383
H 0.56776 1.37336 1.41726  0.360
H 1.44494 -0.01509 1.72081  0.377
H -0.21026 1.89172 -0.42789  0.371
H -2.18122 -1.13153 -0.51976  0.317

Values from the calculation:
relative energy (zero: lowest compared OMol25 entry of this formula, charge and spin): 99.9 kcal/mol
HOMO energy: -9.07 eV
orbital gap: 9.95 eV
total charge: 0
strongest force on any atom: 4.70 eV Å⁻¹
structure (SMILES): NC1(N)NONO1